Density functional theory data (wB97M-V/def2-TZVPD) for a cluster of 2 separate species, C22H37N3O3PS in total at a distorted geometry.

E (Ha): -1989.43897
Frontier orbital gap (eV): 5.94
Highest occupied orbital energy (eV): -10.27
Charge: +1
LUMO (hartree): -0.15923

Last column: Löwdin charge in e.
Element x y z (Å)
C1 0.3728 0.4937 -5.5183  -0.06
C2 1.1751 -0.4475 -4.5094  -0.07
C3 0.5493 -0.8300 -3.1064  -0.02
C4 -0.8576 -0.2905 -2.5865  -0.15
C5 -2.1128 -0.6502 -3.5290  -0.22
C6 -2.9418 0.7292 -3.8204  -0.54
S1 -3.5943 0.8167 -5.5824  0.62
C7 1.3564 -1.7560 -2.1567  -0.05
C8 0.9110 -2.2286 -0.7118  -0.19
C9 0.4622 -3.7296 -0.5651  -0.02
C10 0.0414 -4.3515 0.7978  -0.05
C11 0.0922 -3.4273 2.0480  -0.05
C12 0.5129 -1.9273 1.9032  -0.04
C13 0.9417 -1.2931 0.5314  0.00
C14 2.7688 -2.2580 -2.6369  0.08
N1 3.3023 -1.8650 -3.9082  -0.14
C15 4.6882 -2.3739 -4.2438  -0.08
C16 2.5948 -1.0149 -4.8764  -0.22
P1 3.5186 -0.6713 -6.4951  0.89
N2 3.1141 0.9017 -7.1634  -0.19
O1 2.9299 -1.8599 -7.6293  -0.32
H1 -0.5140 0.9610 -4.9395  0.07
H2 -0.1098 -0.1559 -6.3395  0.11
H3 0.9742 1.3734 -5.9272  0.08
H4 -1.1109 -0.7010 -1.5352  0.12
H5 -0.7461 0.8474 -2.4550  0.13
H6 -1.8364 -1.0836 -4.5463  0.08
H7 -2.8374 -1.3111 -2.9265  0.12
H8 -2.3076 1.6677 -3.6788  0.06
H9 -3.8585 0.8341 -3.1398  0.08
H10 -3.1553 -0.3522 -6.2234  -0.13
H11 0.4448 -4.4129 -1.4932  0.10
H12 -0.2517 -5.4601 0.8163  0.10
H13 -0.1910 -3.9024 3.0593  0.10
H14 0.5232 -1.3230 2.8835  0.09
H15 1.2792 -0.1958 0.4563  0.11
H16 3.3991 -2.9509 -1.9678  0.15
H17 4.7109 -2.9261 -5.2418  0.09
H18 5.4153 -1.4784 -4.3221  0.11
H19 5.0393 -3.0963 -3.4217  0.11
H20 2.2844 0.7292 -7.7737  0.05
H21 3.8823 1.2865 -7.7377  0.05
H22 2.4500 -2.5022 -7.0411  0.05
C17 -0.9084 4.8589 6.4946  -0.11
O2 -0.4767 3.6303 7.0603  -0.20
C18 -1.5093 2.9449 7.7727  -0.21
C19 -1.9119 1.6655 7.0391  -0.21
N3 -2.6272 1.9699 5.7997  -0.05
C20 -2.8131 0.8084 4.9269  -0.19
C21 -1.5507 0.1532 4.3450  -0.23
O3 -0.8492 0.9755 3.4146  -0.21
C22 0.0722 1.8804 4.0052  -0.10
H23 -0.0317 5.3766 6.1008  0.09
H24 -1.6052 4.6875 5.6697  0.08
H25 -1.3750 5.4970 7.2504  0.09
H26 -2.3758 3.5905 7.9646  0.12
H27 -1.0861 2.6711 8.7448  0.12
H28 -2.5511 1.0640 7.6900  0.12
H29 -0.9934 1.1007 6.8374  0.10
H30 -2.1127 2.6752 5.2838  0.07
H31 -3.4314 1.1464 4.0895  0.12
H32 -3.3971 0.0515 5.4625  0.12
H33 -1.8776 -0.7234 3.7748  0.11
H34 -0.8752 -0.2289 5.1184  0.11
H35 0.5148 1.4875 4.9245  0.09
H36 -0.4128 2.8398 4.1967  0.07
H37 0.8756 2.0636 3.2879  0.08